(1)
Computed, not measured: a structure of composition C30H37Cl5GeI2N2O5SSi3Sn, with the ωB97M-V functional and the def2-TZVPD basis.

```
87
C30H37Cl5GeI2N2O5SSi3Sn the ωB97M-V functional and the def2-TZVPD basis
Sn 0.08 -0.24 -0.78
I -5.34 0.43 -1.19
C -3.89 1.71 -0.47
C -4.22 2.95 0.05
C -3.25 3.83 0.54
I -3.89 5.56 1.40
C -1.86 3.48 0.49
C -0.80 4.31 0.89
C 0.50 3.86 0.80
C 0.74 2.59 0.30
N -0.25 1.79 -0.10
C -1.53 2.22 -0.02
C -2.54 1.28 -0.51
O -2.18 0.14 -0.94
H -5.26 3.24 0.08
H -1.01 5.31 1.26
H 1.33 4.49 1.08
H 1.75 2.20 0.20
Cl 6.41 -1.81 -4.39
C 5.08 -1.19 -3.50
C 3.89 -1.89 -3.45
Cl 3.72 -3.38 -4.27
C 2.82 -1.37 -2.71
Cl 1.32 -2.28 -2.67
C 2.91 -0.17 -2.01
O 1.95 0.35 -1.26
C 4.12 0.53 -2.11
Cl 4.23 2.05 -1.29
C 5.19 0.04 -2.84
Cl 6.66 0.92 -2.91
C -3.18 -0.77 2.36
Si -1.40 -0.92 2.92
C -1.36 -2.10 4.37
C -0.73 0.74 3.46
Ge 0.07 -1.91 1.27
Si -0.72 -4.09 0.55
C -2.49 -3.90 -0.02
C 0.34 -4.88 -0.78
C -0.60 -5.14 2.09
Si 2.40 -1.75 1.89
C 3.42 -2.75 0.69
C 2.47 -2.52 3.60
C 2.95 0.03 1.98
H -3.76 -0.33 3.18
H -3.61 -1.75 2.15
H -3.32 -0.15 1.48
H -1.90 -1.65 5.20
H -0.35 -2.33 4.71
H -1.86 -3.04 4.13
H -1.44 1.22 4.14
H -0.56 1.43 2.62
H 0.22 0.63 3.99
H -2.59 -3.13 -0.79
H -3.14 -3.62 0.81
H -2.85 -4.84 -0.44
H 0.00 -4.63 -1.79
H 0.25 -5.96 -0.66
H 1.39 -4.62 -0.70
H -1.17 -4.75 2.93
H 0.44 -5.25 2.40
H -0.98 -6.14 1.87
H 3.20 -3.81 0.80
H 4.49 -2.61 0.90
H 3.25 -2.47 -0.35
H 2.05 -3.53 3.62
H 1.93 -1.92 4.33
H 3.51 -2.58 3.93
H 2.95 0.50 1.00
H 3.97 0.08 2.37
H 2.31 0.60 2.66
N -0.42 0.22 -2.96
C -0.73 1.63 -3.15
C 0.26 2.58 -3.00
C -0.10 3.91 -2.84
C -1.44 4.26 -2.83
C -2.42 3.33 -3.14
C -2.06 2.00 -3.30
S -1.94 5.87 -2.20
O -3.33 5.63 -1.82
O -1.73 6.82 -3.27
O -1.06 6.03 -1.04
H -1.27 -0.31 -3.16
H 0.30 -0.12 -3.58
H 1.30 2.28 -2.92
H 0.65 4.66 -2.66
H -3.45 3.64 -3.18
H -2.82 1.24 -3.49
```

ΔE to the lowest compared entry with this formula, charge and spin = 0.0 kJ/mol
Total charge = +1
2S+1 = 2
<S²> = 0.77
Lowest unoccupied orbital energy (spin up / spin down) = -3.957 / -5.899 eV

---

(2)
Computed, not measured: a structure of composition C30H37FeN2O2P2S2, with the ωB97M-V functional and the def2-TZVPD basis.

```
76
C30H37FeN2O2P2S2 the ωB97M-V functional and the def2-TZVPD basis
Fe 0.45 0.34 0.04
C -4.36 0.70 0.89
C -3.13 -0.10 1.21
C -2.52 0.02 2.46
C -1.38 -0.70 2.78
C -0.72 -0.58 4.13
C -0.84 -1.55 1.82
C -1.46 -1.75 0.59
C -1.01 -2.86 -0.31
C -2.60 -0.99 0.29
H -5.27 0.15 1.16
H -4.42 0.91 -0.18
H -4.37 1.65 1.43
H -2.94 0.70 3.19
H -0.89 -1.48 4.72
H -1.12 0.27 4.69
H 0.35 -0.44 4.03
H 0.04 -2.14 2.05
H -1.44 -3.81 0.04
H 0.08 -2.97 -0.30
H -1.33 -2.71 -1.34
H -3.07 -1.11 -0.68
N 2.87 0.14 1.82
P 2.40 -0.58 0.32
C 2.72 -2.34 0.66
C 2.87 -3.21 -0.42
C 2.97 -4.57 -0.23
C 2.92 -5.10 1.05
C 2.78 -4.26 2.14
C 2.68 -2.88 1.95
C 3.82 -0.17 -0.75
C 3.68 0.88 -1.66
C 4.76 1.27 -2.45
C 5.98 0.62 -2.33
C 6.12 -0.42 -1.43
C 5.05 -0.82 -0.64
C 2.03 1.05 2.42
C 2.40 1.70 3.61
C 1.52 2.60 4.17
C 0.31 2.85 3.54
C 0.02 2.16 2.38
N 0.85 1.27 1.82
H 3.80 0.05 2.19
H 2.89 -2.80 -1.43
H 3.08 -5.23 -1.09
H 3.00 -6.17 1.20
H 2.75 -4.66 3.14
H 2.56 -2.23 2.80
H 2.74 1.39 -1.74
H 4.64 2.09 -3.15
H 6.82 0.93 -2.94
H 7.07 -0.93 -1.33
H 5.16 -1.65 0.05
H 3.36 1.48 4.06
H 1.79 3.11 5.08
H -0.40 3.56 3.94
H -0.90 2.32 1.84
C 0.48 2.26 -6.05
C 0.97 1.33 -4.96
O 0.97 2.02 -3.69
P -0.10 1.60 -2.59
S 0.29 2.59 -0.92
S -0.13 -0.37 -2.23
O -1.44 2.05 -3.34
C -2.73 1.81 -2.74
C -3.26 3.07 -2.09
H 0.54 1.76 -7.02
H 1.09 3.16 -6.08
H -0.55 2.55 -5.86
H 2.00 1.02 -5.13
H 0.36 0.43 -4.89
H -2.65 0.99 -2.03
H -3.38 1.49 -3.56
H -2.62 3.37 -1.26
H -4.27 2.89 -1.71
H -3.30 3.88 -2.81
```

ΔE to the lowest compared entry with this formula, charge and spin = 3.7 kJ/mol
Total charge = 0
2S+1 = 2
<S²> = 0.87
Lowest unoccupied orbital energy (spin up / spin down) = 0.652 / 0.651 eV

---

(3)
Computed, not measured: a structure of composition C30H37IrN2O5Si at a distorted geometry, with the ωB97M-V functional and the def2-TZVPD basis.

```
76
C30H37IrN2O5Si the ωB97M-V functional and the def2-TZVPD basis
Ir 1.76 -0.94 -0.33
C 0.08 -4.45 -1.85
C 0.96 -3.29 -1.54
N 1.03 -2.76 -0.37
O 0.17 -3.26 0.59
C 1.83 -2.68 -2.50
C 2.29 -3.29 -3.78
N 2.26 -1.49 -2.13
O 3.02 -0.75 -2.74
H -0.92 -4.25 -1.47
H 0.43 -5.35 -1.35
H 0.03 -4.63 -2.92
H 0.63 -3.11 1.42
H 2.27 -4.38 -3.71
H 3.31 -2.97 -3.98
H 1.67 -2.98 -4.63
C -2.56 -1.18 1.19
C -2.24 0.29 1.10
C -1.07 0.72 1.97
C -3.43 1.20 1.21
Si -1.44 0.49 -0.97
O 0.00 -0.10 -0.85
C -2.60 -0.49 -2.01
C -2.05 -1.50 -2.80
C -2.84 -2.24 -3.67
C -4.20 -1.98 -3.75
C -4.77 -0.98 -2.97
C -3.97 -0.24 -2.11
C -1.47 2.32 -1.22
C -0.48 3.11 -0.64
C -0.41 4.47 -0.90
C -1.34 5.05 -1.75
C -2.34 4.28 -2.33
C -2.40 2.92 -2.07
H -2.86 -1.38 2.22
H -1.71 -1.81 0.95
H -3.39 -1.45 0.54
H -1.36 0.54 3.01
H -0.84 1.77 1.86
H -0.17 0.14 1.77
H -3.77 1.17 2.26
H -4.26 0.87 0.60
H -3.19 2.24 0.97
H -0.98 -1.70 -2.74
H -2.40 -3.02 -4.28
H -4.82 -2.55 -4.43
H -5.83 -0.77 -3.04
H -4.43 0.54 -1.52
H 0.26 2.65 0.02
H 0.37 5.07 -0.45
H -1.29 6.11 -1.96
H -3.06 4.73 -3.00
H -3.17 2.32 -2.56
C 1.20 3.00 4.51
C 1.98 1.99 3.71
C 2.50 0.84 4.30
C 3.23 -0.10 3.58
C 3.81 -1.32 4.24
C 3.42 0.12 2.22
C 2.91 1.26 1.60
C 3.14 1.45 0.12
C 2.20 2.19 2.35
C 4.15 -0.89 1.36
O 5.34 -1.01 1.35
O 3.31 -1.67 0.67
H 1.17 2.73 5.56
H 0.17 3.06 4.15
H 1.64 3.99 4.42
H 2.34 0.68 5.36
H 3.58 -1.34 5.31
H 4.89 -1.35 4.11
H 3.41 -2.23 3.79
H 4.11 1.09 -0.20
H 3.01 2.48 -0.19
H 2.38 0.90 -0.48
H 1.83 3.09 1.87
```

ΔE to the lowest compared entry with this formula, charge and spin = 106.6 kJ/mol
Total charge = +1
2S+1 = 2
<S²> = 0.75
Lowest unoccupied orbital energy (spin up / spin down) = -3.425 / -5.960 eV

---

(4)
Computed, not measured: a structure of composition C30H37LiN2O2PS at a distorted geometry, with the ωB97M-V functional and the def2-TZVPD basis.

```
74
C30H37LiN2O2PS the ωB97M-V functional and the def2-TZVPD basis
Li 0.35 -2.21 0.78
O 1.93 -1.53 -0.29
C 2.80 -0.59 0.46
C 3.61 -1.24 1.55
C 2.87 -2.20 2.48
C 1.72 -1.57 3.23
C 1.94 -1.07 4.54
C 0.83 -0.65 5.30
C -0.44 -0.60 4.66
C -0.60 -1.18 3.38
N 0.49 -1.62 2.67
H 2.58 -2.11 -0.76
H 2.18 0.21 0.84
H 3.50 -0.10 -0.21
H 4.07 -0.38 2.13
H 4.45 -1.77 1.11
H 3.48 -2.62 3.27
H 2.47 -3.06 1.96
H 2.94 -1.03 4.93
H 0.93 -0.40 6.37
H -1.28 -0.25 5.23
H -1.55 -1.22 2.85
N -0.61 -0.66 -1.33
C -1.54 0.35 -1.51
C -2.87 -0.03 -1.82
C -3.85 0.95 -2.06
C -3.53 2.27 -1.79
C -2.24 2.65 -1.53
C -1.22 1.72 -1.37
P 0.42 2.35 -0.81
C -0.15 3.51 0.54
C -1.24 3.22 1.34
C -1.58 4.11 2.37
C -0.78 5.23 2.61
C 0.40 5.44 1.88
C 0.75 4.54 0.86
C 0.85 3.68 -2.04
C 1.91 3.38 -2.91
C 2.30 4.24 -3.95
C 1.75 5.53 -3.98
C 0.68 5.81 -3.14
C 0.23 4.94 -2.18
H 0.40 -0.52 -1.39
H -0.79 -1.43 -1.94
H -3.16 -1.10 -1.83
H -4.87 0.60 -2.31
H -4.32 3.04 -1.91
H -2.01 3.69 -1.29
H -1.84 2.34 1.16
H -2.50 3.95 3.00
H -1.10 5.93 3.41
H 1.02 6.33 2.04
H 1.51 4.85 0.15
H 2.39 2.40 -2.75
H 2.99 3.87 -4.71
H 2.18 6.29 -4.67
H 0.20 6.82 -3.11
H -0.64 5.16 -1.56
C -3.06 -5.69 -0.31
C -1.72 -6.42 -0.28
S -0.25 -5.37 0.12
O -0.61 -3.92 0.23
C 0.54 -5.46 -1.53
C -0.36 -4.95 -2.62
H -3.80 -6.08 -1.03
H -2.93 -4.59 -0.54
H -3.47 -5.69 0.71
H -1.46 -7.01 -1.20
H -1.78 -7.16 0.51
H 0.64 -6.52 -1.75
H 1.55 -5.04 -1.50
H -1.41 -5.14 -2.49
H -0.06 -5.41 -3.55
H -0.22 -3.82 -2.73
```

Total charge = +1
Lowest unoccupied orbital energy = -2.325 eV

---

(5)
Computed, not measured: a cluster of 2 separate species, C30H37N2 in total at a distorted geometry, with the ωB97M-V functional and the def2-TZVPD basis.

```
69
C30H37N2 the ωB97M-V functional and the def2-TZVPD basis
C 5.84 -0.41 0.55
C 6.10 0.48 -0.48
C 5.23 1.53 -0.71
C 4.10 1.70 0.07
C 3.18 2.86 -0.16
N 1.80 2.57 0.25
C 1.18 3.49 1.22
C -0.07 4.13 0.69
C -1.19 4.31 1.48
C -2.34 4.87 0.95
C -2.38 5.25 -0.37
C -1.27 5.07 -1.18
C -0.13 4.51 -0.65
C 1.05 1.67 -0.45
C -0.23 1.31 -0.07
C -1.18 0.76 -0.91
C -2.53 0.51 -0.53
C -3.50 0.27 -1.52
C -4.81 0.06 -1.17
C -5.20 0.06 0.16
C -4.26 0.29 1.15
C -2.94 0.52 0.81
C 3.86 0.81 1.10
C 4.73 -0.25 1.34
H 6.53 -1.22 0.74
H 6.98 0.36 -1.09
H 5.43 2.23 -1.50
H 3.56 3.73 0.38
H 3.18 3.14 -1.22
H 0.97 2.94 2.14
H 1.89 4.27 1.50
H -1.17 3.98 2.50
H -3.21 5.00 1.58
H -3.27 5.71 -0.77
H -1.31 5.35 -2.22
H 0.73 4.32 -1.28
H 1.45 1.32 -1.39
H -0.53 1.58 0.93
H -0.92 0.61 -1.95
H -3.21 0.29 -2.55
H -5.55 -0.10 -1.94
H -6.23 -0.11 0.42
H -4.56 0.29 2.18
H -2.22 0.68 1.60
H 2.99 0.94 1.71
H 4.54 -0.93 2.15
C -1.99 -5.84 -0.16
C -1.62 -4.44 0.34
C -2.85 -3.52 0.36
C -0.49 -3.80 -0.49
C 0.79 -4.65 -0.56
C 1.95 -3.63 -0.61
C 1.39 -2.35 0.05
N -0.08 -2.49 0.11
H -2.33 -5.80 -1.19
H -1.14 -6.52 -0.11
H -2.79 -6.27 0.44
H -1.24 -4.52 1.37
H -3.23 -3.37 -0.65
H -3.65 -3.94 0.97
H -2.60 -2.54 0.77
H -0.86 -3.62 -1.51
H 0.87 -5.28 0.33
H 0.79 -5.33 -1.42
H 2.85 -4.00 -0.12
H 2.22 -3.43 -1.66
H 1.76 -2.25 1.07
H 1.68 -1.44 -0.49
H -0.56 -1.70 -0.32
```

ΔE to the lowest compared entry with this formula, charge and spin = 86.5 kJ/mol
Total charge = +1
Lowest unoccupied orbital energy = -4.772 eV

---

(6)
Computed, not measured: a structure of composition C30H38AsCdN2Si3 at a distorted geometry, with the ωB97M-V functional and the def2-TZVPD basis.

```
75
C30H38AsCdN2Si3 the ωB97M-V functional and the def2-TZVPD basis
Cd 0.08 0.37 -0.37
C 3.65 -4.31 1.03
C 2.80 -4.33 2.13
C 1.73 -3.46 2.22
C 1.51 -2.55 1.19
C 2.35 -2.52 0.09
C 3.42 -3.40 0.01
N 0.45 -1.58 1.18
N -0.26 -1.57 2.17
C -1.29 -0.58 2.23
C -2.12 -0.72 3.34
C -3.14 0.20 3.55
C -3.31 1.23 2.63
C -2.47 1.33 1.52
C -1.43 0.44 1.28
H 4.48 -5.00 0.97
H 2.98 -5.03 2.94
H 1.07 -3.46 3.07
H 2.16 -1.81 -0.70
H 4.07 -3.38 -0.86
H -1.96 -1.54 4.02
H -3.79 0.11 4.41
H -4.09 1.96 2.78
H -2.65 2.14 0.82
C 1.50 -4.79 -3.58
C 1.64 -3.67 -4.40
C 0.96 -2.49 -4.10
C 0.14 -2.39 -2.97
C 0.02 -3.52 -2.16
C 0.68 -4.71 -2.46
Si -0.76 -0.76 -2.56
C -2.57 -1.28 -2.28
C -3.55 -1.11 -3.26
C -4.88 -1.48 -3.04
C -5.25 -2.04 -1.83
C -4.29 -2.22 -0.83
C -2.98 -1.83 -1.06
H 2.02 -5.71 -3.82
H 2.27 -3.73 -5.28
H 1.08 -1.63 -4.75
H -0.60 -3.48 -1.27
H 0.58 -5.56 -1.80
H -0.84 -0.14 -3.92
H -3.27 -0.68 -4.22
H -5.62 -1.33 -3.82
H -6.28 -2.32 -1.65
H -4.58 -2.64 0.13
H -2.26 -1.95 -0.25
C 4.42 3.50 -2.11
Si 2.75 2.63 -2.12
C 2.95 1.08 -3.15
C 1.57 3.75 -3.06
As 1.85 2.38 0.00
Si 3.65 1.34 1.02
C 4.89 2.64 1.61
C 4.65 0.13 -0.01
C 3.09 0.46 2.59
H 4.68 3.82 -3.13
H 5.21 2.84 -1.75
H 4.39 4.38 -1.46
H 3.31 1.33 -4.16
H 2.00 0.55 -3.25
H 3.66 0.39 -2.69
H 2.00 4.08 -4.01
H 1.34 4.64 -2.46
H 0.63 3.24 -3.27
H 5.27 3.22 0.76
H 5.74 2.17 2.11
H 4.41 3.33 2.30
H 5.26 0.68 -0.74
H 4.02 -0.56 -0.56
H 5.33 -0.45 0.62
H 2.45 1.12 3.18
H 3.96 0.18 3.20
H 2.52 -0.45 2.36
```

ΔE to the lowest compared entry with this formula, charge and spin = 76.0 kJ/mol
Total charge = -1
Lowest unoccupied orbital energy = 2.102 eV